No. 1
The following is a DFT calculation (ωB97M-V/def2-TZVPD) of a 10-piece molecular cluster, C38H84F24N10O25S8 overall.

Atoms and positions in Å:
C (-8.38, 5.78, -8.07)
C (-8.26, 5.61, -6.58)
C (-9.19, 6.49, -5.72)
O (-10.55, 6.16, -6.07)
C (-11.55, 7.19, -5.87)
N (-8.71, 4.14, -6.31)
H (-8.74, 3.82, -5.35)
H (-9.64, 3.91, -6.62)
H (-8.08, 3.49, -6.76)
H (-7.93, 6.72, -8.37)
H (-9.39, 5.68, -8.47)
H (-7.81, 4.98, -8.52)
H (-7.23, 5.79, -6.29)
H (-8.96, 7.53, -5.97)
H (-9.07, 6.40, -4.64)
H (-12.53, 6.89, -6.24)
H (-11.35, 8.11, -6.42)
H (-11.61, 7.57, -4.85)
C (-15.12, 9.49, 3.33)
C (-13.66, 9.86, 2.95)
C (-13.66, 11.07, 1.99)
O (-12.28, 11.39, 1.81)
C (-12.00, 12.07, 0.59)
N (-12.90, 10.28, 4.29)
H (-12.13, 10.89, 4.08)
H (-13.53, 10.85, 4.83)
H (-12.66, 9.44, 4.79)
H (-15.62, 8.97, 2.51)
H (-15.75, 10.37, 3.42)
H (-15.26, 8.83, 4.19)
H (-13.02, 9.06, 2.56)
H (-14.21, 11.98, 2.22)
H (-14.08, 10.64, 1.08)
H (-12.51, 13.03, 0.50)
H (-12.21, 11.51, -0.32)
H (-10.92, 12.23, 0.58)
C (-12.93, 16.68, -14.19)
C (-13.90, 16.30, -13.14)
C (-13.37, 15.25, -12.15)
O (-14.33, 15.09, -11.08)
C (-13.73, 14.51, -9.96)
N (-14.20, 17.60, -12.35)
H (-14.62, 17.38, -11.46)
H (-13.51, 18.33, -12.37)
H (-14.91, 17.97, -12.96)
H (-13.50, 17.41, -14.75)
H (-12.59, 16.05, -15.01)
H (-12.06, 17.15, -13.73)
H (-14.83, 15.97, -13.61)
H (-12.45, 15.63, -11.72)
H (-13.15, 14.31, -12.67)
H (-14.47, 14.41, -9.16)
H (-13.07, 15.25, -9.51)
H (-13.26, 13.56, -10.22)
C (-4.92, 10.66, 0.67)
O (-3.67, 10.92, 1.21)
C (-2.55, 10.65, 0.37)
C (-1.29, 11.28, 1.05)
N (-1.41, 12.70, 1.52)
H (-2.16, 12.65, 2.19)
H (-0.62, 12.96, 2.10)
C (-1.75, 13.81, 0.46)
C (-0.51, 14.17, -0.34)
O (0.62, 14.57, 0.50)
C (0.94, 16.03, 0.51)
H (-5.74, 10.87, 1.37)
H (-5.00, 9.65, 0.26)
H (-5.00, 11.43, -0.09)
H (-2.67, 11.02, -0.65)
H (-2.52, 9.56, 0.37)
H (-0.49, 11.29, 0.31)
H (-0.94, 10.58, 1.81)
H (-2.21, 14.66, 0.96)
H (-2.56, 13.46, -0.20)
H (-0.65, 14.94, -1.10)
H (-0.17, 13.25, -0.83)
H (1.51, 16.23, -0.40)
H (1.61, 16.27, 1.33)
H (-0.03, 16.54, 0.45)
C (-10.90, 6.66, -13.18)
O (-10.18, 5.51, -13.64)
C (-10.78, 4.78, -14.80)
C (-9.55, 3.97, -15.38)
N (-8.29, 4.67, -15.95)
H (-8.57, 5.17, -16.78)
H (-7.88, 5.31, -15.28)
C (-7.32, 3.67, -16.62)
C (-6.38, 2.94, -15.68)
O (-6.14, 3.86, -14.67)
C (-5.63, 3.38, -13.47)
H (-11.93, 6.72, -12.82)
H (-10.95, 7.34, -14.04)
H (-10.31, 7.01, -12.34)
H (-11.11, 5.51, -15.54)
H (-11.63, 4.16, -14.52)
H (-9.83, 3.43, -16.28)
H (-9.14, 3.32, -14.60)
H (-6.70, 4.36, -17.19)
H (-7.74, 3.11, -17.46)
H (-5.45, 2.51, -16.03)
H (-6.98, 2.10, -15.33)
H (-5.05, 4.13, -12.92)
H (-4.97, 2.53, -13.62)
H (-6.38, 3.07, -12.74)
C (-0.52, 8.01, -11.80)
O (0.10, 7.79, -13.02)
C (-0.76, 7.79, -14.10)
C (-0.10, 7.03, -15.27)
N (1.35, 7.47, -15.54)
H (1.31, 8.33, -16.07)
H (1.86, 7.78, -14.72)
C (2.25, 6.47, -16.32)
C (2.93, 5.54, -15.30)
O (1.94, 4.98, -14.53)
C (2.34, 4.39, -13.31)
H (0.25, 7.98, -11.03)
H (-1.22, 7.22, -11.52)
H (-1.08, 8.95, -11.86)
H (-0.92, 8.86, -14.23)
H (-1.71, 7.27, -13.94)
H (-0.62, 7.21, -16.21)
H (-0.18, 5.94, -15.29)
H (3.01, 6.99, -16.88)
H (1.68, 5.95, -17.09)
H (3.60, 6.09, -14.64)
H (3.44, 4.70, -15.78)
H (2.84, 5.15, -12.71)
H (3.02, 3.54, -13.32)
H (1.47, 4.12, -12.72)
C (-6.52, 2.69, -1.44)
F (-6.32, 1.68, -2.27)
F (-5.46, 2.66, -0.58)
F (-6.55, 3.94, -2.03)
S (-8.14, 2.49, -0.47)
O (-7.86, 1.41, 0.44)
O (-8.23, 3.74, 0.25)
N (-9.32, 2.08, -1.73)
S (-10.56, 2.74, -1.25)
O (-11.05, 2.12, -0.01)
O (-10.66, 4.17, -1.32)
C (-11.92, 2.06, -2.49)
F (-11.43, 2.13, -3.71)
F (-12.22, 0.73, -2.34)
F (-12.96, 2.85, -2.52)
C (-2.84, 1.36, -7.38)
F (-3.68, 2.15, -8.14)
F (-1.62, 1.56, -7.92)
F (-2.91, 1.58, -6.08)
S (-3.46, -0.44, -7.63)
O (-2.91, -0.87, -8.93)
O (-3.02, -1.21, -6.45)
N (-5.13, -0.16, -7.71)
S (-5.66, -1.61, -7.65)
O (-4.70, -2.72, -7.95)
O (-6.54, -1.75, -6.49)
C (-6.87, -1.53, -9.16)
F (-7.36, -2.75, -9.34)
F (-7.74, -0.55, -8.97)
F (-6.24, -1.20, -10.26)
C (-6.53, 14.35, -11.65)
F (-7.43, 13.99, -12.53)
F (-5.33, 14.22, -12.30)
F (-6.73, 15.55, -11.24)
S (-6.46, 13.07, -10.09)
O (-7.83, 13.02, -9.54)
O (-6.05, 11.83, -10.72)
N (-5.23, 13.72, -9.04)
S (-5.26, 12.74, -7.84)
O (-6.17, 13.18, -6.78)
O (-5.37, 11.31, -8.14)
C (-3.40, 12.84, -7.08)
F (-2.50, 12.76, -8.04)
F (-3.28, 13.92, -6.38)
F (-3.13, 11.87, -6.26)
C (-20.66, 9.51, -5.20)
F (-19.92, 8.89, -6.12)
F (-21.78, 9.97, -5.69)
F (-21.12, 8.72, -4.20)
S (-19.65, 10.92, -4.26)
O (-18.36, 10.39, -3.87)
O (-19.45, 12.01, -5.25)
N (-20.78, 11.47, -3.00)
S (-19.86, 11.42, -1.79)
O (-19.70, 10.02, -1.39)
O (-18.69, 12.32, -1.77)
C (-21.09, 12.18, -0.44)
F (-22.34, 11.68, -0.51)
F (-20.62, 12.04, 0.82)
F (-21.09, 13.52, -0.54)

Properties
Frontier orbital gap in Ha: 0.1927
Charge: +2
Highest occupied orbital energy in Eh: -0.3405
LUMO level in eV: -4.0



No. 2
The following is a DFT calculation (ωB97M-V/def2-TZVPD) of C38H86BeN10O16S as an isolated structure.

Atoms and positions in Å:
Be (-0.58, -0.50, -0.57)
S (1.36, -1.86, 1.46)
O (1.37, -2.08, 2.92)
O (0.21, -2.47, 0.84)
O (1.25, -0.44, 1.14)
O (2.60, -2.46, 0.97)
C (-2.97, 1.66, -2.51)
O (-2.13, 0.88, -2.07)
N (-4.09, 1.26, -3.14)
C (-4.90, 2.26, -3.84)
C (-4.54, -0.10, -3.24)
H (-2.96, 2.76, -2.42)
H (-4.38, 3.18, -4.08)
H (-5.76, 2.51, -3.22)
H (-5.33, 1.92, -4.78)
H (-4.00, -0.76, -2.56)
H (-5.60, -0.18, -2.97)
H (-4.46, -0.44, -4.27)
C (-3.28, -2.69, 0.34)
O (-2.87, -1.62, -0.21)
N (-3.38, -3.88, -0.33)
C (-3.56, -5.17, 0.39)
C (-3.34, -3.99, -1.80)
H (-3.59, -2.72, 1.40)
H (-3.56, -4.93, 1.45)
H (-2.71, -5.85, 0.41)
H (-4.52, -5.62, 0.16)
H (-4.10, -4.62, -2.27)
H (-3.33, -2.98, -2.20)
H (-2.39, -4.37, -2.17)
C (2.77, 0.35, -2.40)
O (1.60, 0.10, -2.04)
N (3.29, 0.08, -3.61)
C (4.75, 0.23, -3.88)
C (2.58, -0.81, -4.54)
H (3.51, 0.79, -1.71)
H (5.23, 1.02, -3.30)
H (5.00, 0.38, -4.93)
H (5.32, -0.64, -3.54)
H (1.50, -0.93, -4.42)
H (2.62, -0.36, -5.54)
H (3.05, -1.79, -4.55)
C (-1.21, 0.29, 2.68)
O (-1.54, 0.26, 1.53)
N (-1.73, 1.11, 3.59)
C (-1.38, 1.14, 5.01)
C (-2.79, 2.05, 3.23)
H (-0.47, -0.35, 3.17)
H (-1.26, 2.14, 5.42)
H (-0.38, 0.72, 5.12)
H (-2.10, 0.58, 5.60)
H (-2.58, 3.10, 3.42)
H (-3.00, 2.03, 2.16)
H (-3.72, 1.74, 3.69)
C (2.90, 0.83, 3.58)
O (3.61, -0.17, 3.66)
N (2.72, 1.76, 4.46)
C (1.85, 2.85, 4.10)
C (3.33, 1.80, 5.78)
H (2.35, 1.00, 2.64)
H (1.65, 2.97, 3.03)
H (2.35, 3.80, 4.25)
H (0.95, 2.80, 4.73)
H (2.52, 1.86, 6.51)
H (4.00, 0.97, 5.99)
H (3.98, 2.66, 5.90)
C (-4.14, -4.32, 4.93)
O (-3.97, -5.48, 4.68)
N (-3.39, -3.28, 4.60)
C (-3.73, -1.89, 4.87)
C (-2.13, -3.45, 3.79)
H (-4.93, -3.92, 5.59)
H (-3.22, -1.63, 5.80)
H (-4.81, -1.74, 4.99)
H (-3.40, -1.22, 4.08)
H (-2.00, -4.41, 3.29)
H (-2.13, -2.66, 3.04)
H (-1.24, -3.40, 4.41)
C (-1.08, -2.45, -3.70)
O (-0.92, -1.84, -2.65)
N (-1.13, -1.76, -4.85)
C (-1.12, -2.50, -6.13)
C (-1.22, -0.28, -4.94)
H (-1.15, -3.54, -3.82)
H (-0.16, -2.37, -6.63)
H (-1.94, -2.21, -6.79)
H (-1.33, -3.54, -5.88)
H (-0.74, -0.04, -5.89)
H (-2.26, 0.04, -5.01)
H (-0.60, 0.17, -4.16)
C (1.65, -4.56, -2.13)
O (0.73, -4.98, -2.85)
N (2.95, -4.52, -2.52)
C (4.02, -4.37, -1.58)
C (3.31, -4.77, -3.91)
H (1.41, -4.28, -1.09)
H (4.62, -3.55, -1.97)
H (4.68, -5.23, -1.64)
H (3.68, -4.13, -0.58)
H (3.65, -3.86, -4.41)
H (4.09, -5.53, -3.91)
H (2.51, -5.14, -4.55)
C (0.08, 3.16, -0.80)
O (-0.05, 1.99, -0.41)
N (-0.79, 4.15, -0.50)
C (-0.47, 5.53, -0.70)
C (-2.07, 3.91, 0.22)
H (0.92, 3.46, -1.44)
H (-0.28, 5.91, 0.30)
H (-1.27, 6.09, -1.18)
H (0.44, 5.77, -1.25)
H (-2.93, 4.33, -0.30)
H (-2.23, 2.86, 0.46)
H (-2.05, 4.42, 1.18)
C (-6.31, 0.94, 2.22)
O (-6.54, -0.25, 1.98)
N (-5.91, 1.90, 1.40)
C (-5.75, 1.65, 0.00)
C (-5.60, 3.25, 1.94)
H (-6.38, 1.25, 3.27)
H (-4.72, 1.31, -0.09)
H (-6.03, 2.48, -0.65)
H (-6.23, 0.78, -0.44)
H (-5.82, 3.23, 3.01)
H (-4.57, 3.61, 1.82)
H (-6.27, 4.06, 1.68)
C (3.41, 5.30, -0.41)
C (3.44, 4.33, 0.75)
C (3.73, 3.00, 0.07)
O (3.31, 3.13, -1.25)
C (3.67, 4.44, -1.69)
H (4.06, 6.17, -0.34)
H (2.43, 5.78, -0.46)
H (2.44, 4.28, 1.18)
H (4.13, 4.63, 1.53)
H (3.21, 2.15, 0.51)
H (4.75, 2.62, 0.18)
H (3.05, 4.74, -2.53)
H (4.70, 4.49, -2.04)
C (7.53, -0.71, 0.96)
C (6.35, -0.13, 0.18)
C (5.20, -1.11, 0.54)
O (5.48, -1.49, 1.90)
C (6.87, -1.45, 2.17)
H (8.04, 0.14, 1.41)
H (8.26, -1.29, 0.39)
H (6.54, -0.15, -0.90)
H (6.18, 0.90, 0.48)
H (5.23, -2.01, -0.07)
H (4.28, -0.54, 0.40)
H (7.23, -2.47, 2.08)
H (7.02, -0.97, 3.13)

Properties
Frontier orbital gap in Ha: 0.2110
Highest occupied orbital energy in Eh: -0.2178
LUMO level in eV: -0.2



No. 3
The following is a DFT calculation (ωB97M-V/def2-TZVPD) of a 9-piece molecular cluster, C38H86Br3N6O6 overall.

Atoms and positions in Å:
C (-8.85, -14.52, 22.60)
C (-10.24, -14.01, 22.22)
O (-10.75, -13.00, 21.83)
N (-11.34, -15.17, 22.26)
H (-12.22, -14.78, 22.60)
H (-11.47, -15.41, 21.27)
C (-11.11, -16.37, 23.18)
H (-8.86, -15.59, 22.64)
H (-8.79, -14.26, 23.68)
H (-8.11, -14.25, 21.81)
H (-11.71, -16.19, 24.08)
H (-10.07, -16.52, 23.39)
H (-11.57, -17.18, 22.61)
C (-10.51, -14.57, 18.04)
C (-11.36, -15.32, 16.98)
C (-12.64, -15.81, 17.71)
C (-13.77, -16.13, 16.74)
C (-14.10, -14.89, 15.92)
C (-13.00, -14.33, 15.06)
N (-11.72, -14.26, 15.85)
O (-11.03, -13.37, 15.71)
C (-13.29, -12.93, 14.56)
C (-12.65, -15.24, 13.88)
C (-10.48, -16.41, 16.30)
H (-11.10, -13.74, 18.42)
H (-9.51, -14.23, 17.67)
H (-10.32, -15.32, 18.81)
H (-12.98, -15.09, 18.51)
H (-12.32, -16.72, 18.32)
H (-14.68, -16.46, 17.25)
H (-13.50, -17.00, 16.14)
H (-14.41, -14.06, 16.58)
H (-14.89, -15.10, 15.19)
H (-12.63, -12.55, 13.75)
H (-13.31, -12.13, 15.32)
H (-14.29, -12.96, 14.12)
H (-11.68, -15.04, 13.42)
H (-13.36, -15.06, 13.09)
H (-12.63, -16.28, 14.22)
H (-9.81, -15.90, 15.58)
H (-11.04, -17.17, 15.72)
H (-9.91, -16.86, 17.08)
C (-4.84, -14.05, 27.49)
C (-6.00, -13.04, 27.67)
C (-5.55, -11.86, 28.48)
C (-4.51, -10.94, 27.65)
C (-4.76, -11.02, 26.16)
C (-6.22, -11.44, 25.75)
N (-6.56, -12.72, 26.37)
O (-7.28, -13.66, 25.77)
C (-6.34, -11.50, 24.24)
C (-7.29, -10.41, 26.19)
C (-7.08, -13.88, 28.43)
H (-4.93, -14.65, 26.59)
H (-4.76, -14.58, 28.43)
H (-3.90, -13.47, 27.30)
H (-5.01, -12.10, 29.38)
H (-6.37, -11.29, 28.98)
H (-3.52, -11.31, 27.87)
H (-4.60, -9.98, 28.16)
H (-4.16, -11.77, 25.55)
H (-4.63, -10.09, 25.63)
H (-7.33, -11.71, 23.90)
H (-5.65, -12.25, 23.77)
H (-6.16, -10.48, 23.88)
H (-8.35, -10.57, 25.88)
H (-6.98, -9.45, 25.76)
H (-7.26, -10.19, 27.25)
H (-6.69, -14.03, 29.45)
H (-7.10, -14.91, 28.03)
H (-8.09, -13.40, 28.45)
C (-3.12, -7.02, 12.94)
C (-3.72, -7.92, 13.99)
C (-5.04, -7.32, 14.57)
C (-5.69, -8.33, 15.42)
C (-6.21, -9.49, 14.58)
C (-5.10, -10.33, 13.87)
N (-4.04, -9.31, 13.43)
O (-3.29, -9.64, 12.54)
C (-5.68, -11.16, 12.71)
C (-4.34, -11.29, 14.82)
C (-2.63, -8.34, 14.92)
H (-3.83, -6.88, 12.13)
H (-2.10, -7.21, 12.62)
H (-3.14, -6.00, 13.38)
H (-5.72, -6.92, 13.81)
H (-4.79, -6.46, 15.18)
H (-6.52, -7.85, 15.90)
H (-4.94, -8.58, 16.17)
H (-6.90, -9.04, 13.82)
H (-6.85, -10.19, 15.19)
H (-6.30, -11.89, 13.26)
H (-4.84, -11.67, 12.18)
H (-6.25, -10.66, 11.93)
H (-5.05, -11.89, 15.42)
H (-3.61, -10.67, 15.40)
H (-3.84, -11.99, 14.14)
H (-2.13, -7.52, 15.45)
H (-1.86, -8.90, 14.40)
H (-2.98, -8.96, 15.70)
C (-4.97, -19.10, 19.31)
C (-5.50, -19.80, 20.55)
C (-5.59, -19.05, 21.79)
O (-6.29, -19.90, 22.67)
C (-7.10, -19.36, 23.64)
N (-6.98, -20.14, 20.31)
H (-7.13, -20.64, 19.41)
H (-7.47, -20.61, 21.07)
H (-7.45, -19.23, 20.29)
H (-5.46, -19.52, 18.43)
H (-3.89, -19.06, 19.29)
H (-5.36, -18.06, 19.28)
H (-4.95, -20.71, 20.73)
H (-6.21, -18.18, 21.56)
H (-4.65, -18.81, 22.31)
H (-7.91, -18.81, 23.19)
H (-6.55, -18.77, 24.39)
H (-7.55, -20.23, 24.16)
C (-7.08, -12.28, 18.98)
C (-5.59, -12.58, 18.79)
C (-4.84, -12.95, 20.14)
O (-5.58, -14.01, 20.81)
C (-4.80, -15.18, 21.12)
N (-5.31, -13.76, 17.93)
H (-6.03, -14.46, 18.17)
H (-5.54, -13.64, 16.91)
H (-4.32, -14.10, 17.94)
H (-7.54, -11.58, 18.23)
H (-7.26, -11.77, 19.95)
H (-7.60, -13.22, 19.05)
H (-5.03, -11.74, 18.43)
H (-4.76, -12.13, 20.81)
H (-3.91, -13.36, 19.78)
H (-5.27, -15.81, 21.96)
H (-3.75, -15.02, 21.39)
H (-4.73, -15.87, 20.21)
Br (-7.71, -13.40, 15.59)
Br (-2.51, -15.14, 17.84)
Br (-9.40, -17.20, 20.53)

Properties
Frontier orbital gap in Ha: 0.0995
Charge: +3
Highest occupied orbital energy in Eh: -0.4562
ΔE to the lowest compared entry with this formula, charge and spin in eV: 0.000
LUMO level in eV: -9.7